Record 1
Entry from the OMol25 dataset: a structure of composition C40H72BLi2O20 at a distorted geometry (ωB97M-V/def2-TZVPD).

Element x y z (Å)
Li 4.001 -0.602 -2.884
Li 1.329 1.217 -3.262
O 4.766 -0.857 -1.362
C 3.863 -0.275 -0.511
C 3.252 1.017 -1.114
O 2.861 0.773 -2.436
H 4.251 -0.045 0.516
H 2.975 -0.932 -0.396
H 3.869 1.927 -1.096
H 2.400 1.342 -0.517
O -0.454 1.596 -2.694
C -0.648 2.508 -3.666
C -0.404 1.941 -5.083
O 0.787 1.309 -5.199
H -0.108 3.558 -3.643
H -1.715 2.797 -3.759
H -0.603 2.891 -5.721
H -1.233 1.288 -5.322
O -6.409 -3.497 6.156
C -6.298 -3.038 7.236
O -5.818 -1.845 7.539
B -5.873 -1.734 9.027
O -6.141 -3.087 9.562
C -6.511 -3.856 8.561
O -6.926 -4.938 8.689
O -6.940 -0.754 9.329
C -6.335 0.405 9.613
O -6.821 1.485 9.696
C -4.898 0.035 9.977
O -4.632 -1.181 9.607
O -4.157 0.823 10.499
C -6.142 1.428 -1.728
C -4.849 1.872 -2.450
C -3.806 0.840 -1.872
O -4.663 -0.230 -1.479
C -5.589 0.498 -0.627
H -6.798 0.810 -2.311
H -6.758 2.298 -1.398
H -4.607 2.889 -2.228
H -4.867 1.740 -3.505
H -3.120 1.164 -1.083
H -3.089 0.565 -2.699
H -4.986 1.079 0.075
H -6.225 -0.192 -0.087
C 6.528 1.140 0.308
C 7.346 1.169 -0.979
C 8.082 -0.141 -0.919
O 8.211 -0.520 0.434
C 6.950 -0.083 1.064
H 5.479 1.138 0.106
H 6.773 2.022 0.960
H 8.093 1.946 -0.961
H 6.781 1.249 -1.902
H 9.094 -0.146 -1.306
H 7.435 -0.913 -1.432
H 7.156 0.128 2.097
H 6.283 -0.922 0.978
C -0.159 -0.245 0.172
C -1.446 -1.009 0.146
C -1.979 -0.794 1.543
O -1.038 -0.159 2.308
C -0.229 0.659 1.437
H 0.095 0.389 -0.713
H 0.646 -0.969 0.274
H -1.346 -2.055 -0.133
H -2.220 -0.577 -0.543
H -2.133 -1.756 2.068
H -2.925 -0.227 1.494
H 0.754 0.887 1.900
H -0.715 1.637 1.161
C -6.252 -4.115 1.544
C -6.846 -5.499 1.911
C -8.089 -5.477 0.950
O -8.384 -4.150 0.713
C -7.454 -3.258 1.218
H -5.693 -4.224 0.645
H -5.623 -3.779 2.323
H -7.153 -5.470 2.970
H -6.102 -6.306 1.828
H -8.940 -5.937 1.497
H -7.888 -6.061 0.064
H -7.872 -2.688 2.051
H -7.325 -2.535 0.440
C 0.372 4.286 -0.526
C -0.311 4.871 0.721
C 0.906 5.228 1.597
O 1.768 5.789 0.691
C 1.647 5.159 -0.650
H -0.238 4.578 -1.382
H 0.545 3.232 -0.559
H -0.994 4.054 1.063
H -0.911 5.760 0.595
H 1.267 4.281 2.130
H 0.821 5.987 2.371
H 2.534 4.579 -0.840
H 1.572 5.952 -1.351
C 1.480 -2.801 -2.946
C 0.879 -1.913 -4.131
C 2.107 -1.532 -4.945
O 3.140 -2.405 -4.610
C 2.792 -3.326 -3.619
H 0.746 -3.521 -2.557
H 1.688 -2.049 -2.170
H 0.368 -1.051 -3.872
H 0.282 -2.613 -4.736
H 2.305 -0.531 -4.640
H 1.908 -1.494 -6.022
H 3.549 -3.379 -2.862
H 2.539 -4.346 -3.978
C 2.115 -1.696 4.353
C 2.916 -2.047 3.067
C 4.237 -2.620 3.585
O 4.446 -1.981 4.880
C 3.222 -1.282 5.356
H 1.561 -2.626 4.718
H 1.336 -0.864 4.239
H 3.098 -1.141 2.496
H 2.368 -2.801 2.514
H 5.049 -2.238 2.998
H 4.208 -3.715 3.648
H 3.483 -0.234 5.386
H 2.936 -1.600 6.319
C 3.667 3.710 -5.934
C 4.989 2.877 -5.563
C 4.674 1.524 -6.222
O 3.963 1.810 -7.382
C 2.952 2.742 -6.884
H 3.846 4.676 -6.453
H 3.113 3.927 -4.987
H 5.193 2.825 -4.450
H 5.874 3.313 -6.007
H 3.990 0.928 -5.571
H 5.529 0.900 -6.499
H 2.131 2.139 -6.372
H 2.517 3.300 -7.672

Cartesian forces (eV/Å) of the 6 atoms listed first:
Li -0.3 0.2 -0.5
Li -0.5 0.1 -0.4
O 0.9 -0.2 0.5
C -0.6 0.5 -0.3
C -0.4 0.0 -0.6
O 0.3 -0.3 -0.1

* HOMO: -0.2 eV
* net charge: -3
* lowest unoccupied orbital energy: 4.94 eV

Record 2
Entry from the OMol25 dataset: a cluster of 2 separate species, C4H5ClOS in total at a distorted geometry (ωB97M-V/def2-TZVPD).

Element x y z (Å)
C 0.998 -1.257 1.310
C -0.194 -1.091 0.854
C -1.447 -0.314 0.884
S -1.250 -1.668 -0.387
H 1.602 -2.079 0.944
H 1.246 -0.741 2.259
H -2.365 -0.498 1.578
H -1.560 0.636 0.498
O 0.805 1.758 -3.244
C 0.759 1.628 -2.058
Cl 0.352 2.960 -1.077
H 1.054 0.667 -1.561

Cartesian forces (eV/Å) of the 6 atoms listed first:
C 1.4 -0.2 2.1
C -2.4 0.8 -0.8
C -1.9 -2.6 1.5
S -0.2 0.2 -0.2
H 0.2 0.3 0.0
H 0.3 -0.3 -0.9

* HOMO: -9.0 eV
* net charge: 0
* SMILES: C=C1CS1.O=CCl
* relative energy (zero: lowest compared OMol25 entry of this formula, charge and spin): 42.3 kcal per mole
* lowest unoccupied orbital energy: 0.63 eV

Record 3
Entry from the OMol25 dataset: the molecule C6H11N3 at a distorted geometry (ωB97M-V/def2-TZVPD).

Element x y z (Å)
C 1.219 1.728 -0.280
C 0.510 0.901 0.450
C 0.191 -0.290 -0.263
N -0.904 -0.977 -0.206
C -2.042 -0.682 0.553
C -2.837 0.018 -0.473
N 1.317 -0.524 -0.995
N 2.673 -0.828 -0.634
C 2.827 -0.809 0.710
H 1.644 1.186 -1.355
H 1.632 2.812 0.082
H 0.236 1.053 1.565
H -2.510 -1.623 0.855
H -1.653 -0.129 1.352
H -3.818 0.088 -0.100
H -2.830 -0.434 -1.506
H -2.645 1.265 -0.587
H 1.133 -0.990 -1.873
H 3.780 -0.943 1.071
H 2.078 -0.824 1.635

Cartesian forces (eV/Å) of the 6 atoms listed first:
C 3.2 3.4 -1.8
C -0.9 2.0 3.5
C -2.4 -1.6 2.7
N 5.1 -1.9 -2.1
C 1.1 -0.3 -1.5
C -1.4 4.5 -1.3

* HOMO: -8.5 eV
* net charge: 0
* SMILES: C=C/C(=N\CC)NN=C
* relative energy (zero: lowest compared OMol25 entry of this formula, charge and spin): 150.2 kcal per mole
* lowest unoccupied orbital energy: 0.72 eV

Record 4
Entry from the OMol25 dataset: a cluster of 9 separate species, C28H41FNO26P in total at a distorted geometry (ωB97M-V/def2-TZVPD).

Element x y z (Å)
C 3.244 -1.772 0.748
C 1.891 -1.517 1.376
F 1.211 -2.750 1.421
C 1.936 -0.980 2.832
O 0.960 -0.551 3.256
O 3.091 -0.981 3.576
C 3.569 0.354 3.756
P 4.117 1.237 2.217
N 2.985 1.458 1.146
H 4.065 -1.823 1.457
H 3.504 -0.993 0.023
H 3.236 -2.728 0.207
H 1.272 -0.853 0.774
H 2.866 0.976 4.329
H 4.466 0.286 4.392
H 5.196 0.529 1.650
H 4.583 2.511 2.642
H 2.813 2.441 0.976
O 3.536 4.687 -0.035
C 2.583 4.628 -0.740
O 1.312 4.485 -0.300
C 0.442 4.660 -1.426
C 1.337 4.324 -2.585
O 2.637 4.672 -2.092
H -0.419 4.003 -1.361
H 0.096 5.694 -1.445
H 1.328 3.259 -2.822
H 1.092 4.885 -3.476
O -1.450 -8.595 1.764
C -0.910 -7.630 2.175
O -0.444 -7.491 3.445
C 0.338 -6.296 3.490
C -0.217 -5.495 2.340
O -0.673 -6.511 1.443
H 0.223 -5.792 4.447
H 1.389 -6.556 3.351
H -1.067 -4.875 2.633
H 0.532 -4.866 1.869
O -0.608 4.235 -4.915
C 0.088 3.784 -5.755
O -0.244 3.710 -7.070
C 0.927 3.323 -7.790
C 1.746 2.622 -6.736
O 1.326 3.268 -5.534
H 0.672 2.675 -8.625
H 1.417 4.220 -8.175
H 1.514 1.557 -6.664
H 2.817 2.741 -6.887
O -2.616 5.523 -1.391
C -3.122 4.456 -1.382
O -2.783 3.463 -0.520
C -3.729 2.409 -0.675
C -4.246 2.641 -2.073
O -4.094 4.053 -2.239
H -3.252 1.438 -0.556
H -4.508 2.515 0.084
H -3.645 2.136 -2.832
H -5.287 2.345 -2.186
O -4.618 1.812 4.393
C -3.640 1.173 4.613
O -2.401 1.501 4.193
C -1.470 0.629 4.854
C -2.326 -0.562 5.191
O -3.630 0.020 5.328
H -0.630 0.378 4.207
H -1.088 1.136 5.743
H -2.349 -1.303 4.389
H -2.023 -1.051 6.114
O -7.499 -2.130 0.304
C -7.375 -1.445 1.262
O -6.214 -0.843 1.623
C -6.510 0.075 2.680
C -7.775 -0.497 3.263
O -8.368 -1.156 2.136
H -5.700 0.116 3.397
H -6.655 1.070 2.254
H -7.582 -1.236 4.042
H -8.438 0.268 3.659
O -1.166 1.109 -3.334
C -1.642 0.023 -3.345
O -1.289 -0.975 -2.503
C -2.232 -2.042 -2.674
C -2.754 -1.798 -4.064
O -2.611 -0.379 -4.206
H -1.748 -3.010 -2.570
H -3.004 -1.952 -1.916
H -2.153 -2.291 -4.831
H -3.792 -2.100 -4.180
O 6.423 -1.252 1.318
C 7.107 -1.747 0.488
O 6.794 -1.796 -0.828
C 7.951 -2.255 -1.531
C 8.704 -3.009 -0.464
O 8.300 -2.337 0.733
H 7.671 -2.885 -2.372
H 8.504 -1.391 -1.904
H 8.404 -4.056 -0.399
H 9.782 -2.958 -0.593

Cartesian forces (eV/Å) of the 6 atoms listed first:
C 0.4 0.0 -0.7
C 1.3 -0.7 -0.1
F -0.2 0.0 0.4
C 2.6 -1.3 -2.5
O -4.2 1.7 2.3
O 0.4 0.2 -1.0

* HOMO: -8.5 eV
* net charge: 0
* SMILES: C[C@@H](F)C(=O)OC[PH2]=N.O=C1OCCO1.O=C1OCCO1.O=C1OCCO1.O=C1OCCO1.O=C1OCCO1.O=C1OCCO1.O=C1OCCO1.O=C1OCCO1
* lowest unoccupied orbital energy: 0.16 eV

Record 5
Entry from the OMol25 dataset: a structure of composition C46H65AsIrN3OP2S3 (ωB97M-V/def2-TZVPD).

Element x y z (Å)
Ir 0.201 -0.568 0.107
C -1.630 -1.334 2.983
P -1.642 -0.232 1.531
C -1.151 1.375 2.259
N -2.007 2.323 2.541
C -1.518 3.492 3.022
C -2.410 4.555 3.304
C -1.912 5.739 3.768
C -0.519 5.915 3.970
C 0.358 4.901 3.713
C -0.135 3.664 3.232
N 0.734 2.660 2.955
C 0.243 1.551 2.461
P 1.413 0.228 1.920
C 1.764 -0.882 3.326
C 3.067 1.078 1.638
C 4.094 0.119 1.042
C 2.920 2.267 0.690
C 3.600 1.535 3.014
C -3.480 -0.201 1.131
C -4.294 0.294 2.348
C -3.983 -1.632 0.880
C -3.769 0.707 -0.062
H -2.429 -1.027 3.655
H -0.697 -1.264 3.530
H -1.783 -2.369 2.686
H -3.467 4.398 3.141
H -2.580 6.560 3.990
H -0.160 6.866 4.336
H 1.423 5.010 3.861
H 1.573 -0.355 4.262
H 2.819 -1.150 3.308
H 1.172 -1.785 3.304
H 3.828 -0.164 0.030
H 4.264 -0.765 1.660
H 5.044 0.654 1.001
H 3.923 2.625 0.453
H 2.433 1.975 -0.242
H 2.360 3.089 1.118
H 3.937 0.705 3.631
H 2.890 2.139 3.567
H 4.476 2.155 2.813
H -4.370 -0.471 3.118
H -5.308 0.474 1.987
H -3.931 1.216 2.779
H -3.816 -2.280 1.740
H -3.570 -2.111 -0.002
H -5.063 -1.565 0.741
H -3.546 1.746 0.162
H -4.829 0.623 -0.307
H -3.205 0.431 -0.953
C -0.503 6.062 -1.040
C -1.504 5.171 -0.322
S -1.336 3.375 -0.475
C -1.476 3.082 -2.249
C -0.227 3.335 -3.097
S 1.291 2.844 -2.254
C 2.411 4.191 -2.697
C 1.978 5.600 -2.285
S 1.246 5.782 -0.639
H -0.743 7.095 -0.778
H -0.631 5.982 -2.117
H -2.510 5.453 -0.645
H -1.457 5.347 0.754
H -2.315 3.661 -2.644
H -1.758 2.028 -2.328
H -0.150 4.391 -3.346
H -0.330 2.798 -4.043
H 2.623 4.180 -3.768
H 3.342 3.934 -2.188
H 1.283 6.022 -3.010
H 2.857 6.245 -2.311
C -1.204 -0.021 -4.967
As 0.124 -0.372 -3.565
C 0.401 -2.264 -4.013
C 1.680 0.374 -4.504
H -0.818 -0.343 -5.934
H -1.441 1.039 -5.017
H -2.115 -0.576 -4.750
H 1.017 -2.348 -4.908
H -0.565 -2.714 -4.216
H 0.863 -2.813 -3.198
H 1.996 -0.304 -5.299
H 2.493 0.571 -3.809
H 1.396 1.325 -4.952
C -1.119 -7.130 2.758
C 0.136 -6.620 3.056
C 0.520 -5.395 2.537
C -0.326 -4.670 1.694
C -1.594 -5.186 1.418
C -1.983 -6.403 1.947
C 0.135 -3.342 1.250
C -0.228 -2.553 0.234
C -1.019 -2.993 -0.936
C -1.903 -2.165 -1.622
C -2.709 -2.661 -2.638
C -2.629 -3.994 -2.999
C -1.699 -4.821 -2.375
C -0.888 -4.322 -1.374
H -1.429 -8.082 3.163
H 0.809 -7.169 3.699
H 1.496 -4.993 2.789
H -2.290 -4.634 0.800
H -2.970 -6.787 1.729
H 0.829 -2.922 1.961
H -2.012 -1.128 -1.335
H -3.420 -2.005 -3.125
H -3.270 -4.388 -3.775
H -1.608 -5.857 -2.670
H -0.171 -4.973 -0.892
O 1.934 -0.865 -1.110
N 2.694 -1.962 -1.187
C 3.282 -2.203 -2.377
C 4.120 -3.282 -2.533
C 4.358 -4.126 -1.456
C 3.758 -3.843 -0.241
C 2.934 -2.743 -0.128
H 3.048 -1.494 -3.151
H 4.578 -3.448 -3.496
H 5.008 -4.982 -1.560
H 3.925 -4.458 0.630
H 2.454 -2.444 0.788

Cartesian forces (eV/Å) of the 6 atoms listed first:
Ir 0.3 -0.5 -0.1
C 0.0 0.0 0.0
P -0.1 0.0 0.0
C -0.2 0.2 0.0
N 0.2 -0.2 0.0
C -0.3 -0.1 -0.1

* HOMO: -12.2 eV
* net charge: +2
* relative energy (zero: lowest compared OMol25 entry of this formula, charge and spin): 14.1 kcal per mole
* lowest unoccupied orbital energy: -6.26 eV

Record 6
Entry from the OMol25 dataset: a cluster of 2 separate species, C6H12O2S in total at a distorted geometry (ωB97M-V/def2-TZVPD).

Element x y z (Å)
C 0.201 -0.678 -0.098
C 0.118 0.614 -0.585
C -0.980 -1.608 0.028
C 1.493 -1.356 0.340
C -1.156 1.112 -1.370
C 1.267 1.611 -0.783
O 0.270 0.794 3.266
O -1.995 0.350 2.530
S -0.633 -0.065 2.569
H -0.719 -2.557 0.529
H -1.460 -1.894 -0.926
H -1.841 -1.083 0.414
H 2.383 -0.725 0.370
H 1.744 -2.179 -0.324
H 1.355 -1.890 1.333
H -0.847 1.631 -2.303
H -1.812 1.838 -0.825
H -1.903 0.378 -1.648
H 1.364 1.745 -1.847
H 2.016 1.258 -0.150
H 1.135 2.706 -0.519

Cartesian forces (eV/Å) of the 6 atoms listed first:
C 0.8 1.4 -0.6
C -1.6 -0.3 -1.0
C -0.6 -0.2 -1.5
C -0.2 -0.2 1.0
C -0.1 0.5 0.9
C -2.2 0.7 0.5

* HOMO: -8.9 eV
* net charge: 0
* relative energy (zero: lowest compared OMol25 entry of this formula, charge and spin): 53.4 kcal per mole
* lowest unoccupied orbital energy: -0.48 eV

Record 7
Entry from the OMol25 dataset: a structure of composition C20H29N3S2Ti (ωB97M-V/def2-TZVPD).

Element x y z (Å)
Ti 0.538 -0.006 0.357
C 2.653 1.806 -1.938
C 2.407 1.249 -0.569
C 2.742 -0.077 -0.272
C 2.671 -0.586 1.091
C 3.259 -1.926 1.410
C 2.187 0.276 2.062
C 1.576 1.496 1.732
C 0.903 2.332 2.782
C 1.706 1.996 0.381
H 3.573 2.397 -1.920
H 1.830 2.445 -2.253
H 2.762 1.009 -2.670
H 3.133 -0.719 -1.049
H 4.350 -1.870 1.448
H 2.972 -2.653 0.650
H 2.901 -2.291 2.373
H 2.117 -0.085 3.085
H 1.625 2.962 3.306
H 0.396 1.706 3.516
H 0.157 2.995 2.340
H 1.345 2.985 0.130
S 0.163 -2.317 -0.146
C -0.311 -2.409 -1.846
C -0.439 -3.642 -2.480
C -0.827 -3.717 -3.807
C -1.089 -2.553 -4.520
C -0.962 -1.322 -3.897
C -0.577 -1.238 -2.563
S -0.415 0.339 -1.778
H -0.229 -4.544 -1.920
H -0.922 -4.683 -4.287
H -1.392 -2.601 -5.558
H -1.162 -0.409 -4.444
C -3.572 1.667 3.119
N -2.913 0.800 2.149
C -2.611 1.472 0.897
C -2.017 -0.140 2.594
N -0.855 -0.263 2.033
N -2.420 -0.911 3.658
C -1.443 -1.774 4.288
C -3.782 -1.427 3.706
H -2.998 2.592 3.250
H -3.660 1.180 4.085
H -4.568 1.930 2.762
H -3.500 2.015 0.578
H -2.347 0.756 0.121
H -1.791 2.194 1.011
H -0.410 -1.126 2.340
H -1.181 -2.641 3.667
H -1.863 -2.144 5.222
H -0.536 -1.218 4.523
H -4.419 -0.875 3.024
H -4.183 -1.345 4.718
H -3.797 -2.479 3.406

Cartesian forces (eV/Å) of the 6 atoms listed first:
Ti -0.1 0.3 -0.1
C 0.0 0.0 0.0
C 0.0 -0.1 -0.1
C 0.0 0.0 0.3
C 0.1 0.0 -0.3
C 0.0 0.0 0.1

* HOMO (spin up / spin down): -6.3 / -6.3 eV
* net charge: 0
* lowest unoccupied orbital energy (spin up / spin down): 0.34 / 0.34 eV